Entry 1:
{"formula": "C28H40N8SZr", "method": "wB97M-V/def2-TZVPD", "orbital_gap_ev": 6.53, "e_homo_ha": -0.4553, "lumo_ha": -0.2152, "total_charge": 2, "molar_mass_g_mol": 611.98, "max_force_ha_per_bohr": 0.033, "elements": ["Zr", "N", "C", "C", "N", "C", "C", "N", "H", "H", "H", "H", "H", "H", "H", "H", "H", "H", "H", "H", "H", "C", "C", "C", "C", "N", "C", "C", "C", "C", "C", "C", "N", "H", "H", "H", "H", "H", "H", "H", "H", "C", "C", "C", "C", "C", "C", "C", "C", "C", "C", "H", "H", "H", "H", "H", "H", "H", "H", "H", "H", "H", "H", "C", "C", "C", "N", "N", "C", "N", "S", "H", "H", "H", "H", "H", "H", "H"], "coordinates": [[-0.76497, 0.30496, 0.11814], [0.13459, 1.71816, 2.00804], [-0.40530, 1.55882, 3.38065], [-0.50056, 0.06659, 3.57604], [-1.36223, -0.51030, 2.50634], [-2.80861, -0.54570, 2.91993], [-3.59581, 0.63616, 2.40813], [-3.46509, 0.68391, 0.93753], [0.25409, 2.69992, 1.77822], [1.06989, 1.32050, 1.95409], [0.23136, 2.00594, 4.11913], [-1.39461, 2.00888, 3.44981], [0.47363, -0.37073, 3.44919], [-0.81763, -0.22887, 4.55897], [-1.07846, -1.46626, 2.40864], [-3.25647, -1.44238, 2.49397], [-2.87311, -0.62572, 3.99200], [-4.63506, 0.51268, 2.71687], [-3.24633, 1.58250, 2.85038], [-3.92717, -0.14391, 0.52484], [-4.04207, 1.45738, 0.58382], [-1.48486, 4.93027, -0.26572], [-1.33629, 5.23466, -1.59221], [-1.17858, 4.17975, -2.48142], [-1.15420, 2.87557, -2.00886], [-1.26836, 2.60122, -0.72235], [-1.44344, 3.62227, 0.15699], [-1.00178, 1.73636, -2.94097], [-0.99413, 1.93363, -4.31040], [-0.90304, 0.86295, -5.18031], [-0.71772, -0.37081, -4.58884], [-0.71664, -0.50508, -3.21974], [-0.89175, 0.52746, -2.40142], [-1.63431, 5.71012, 0.47360], [-1.30127, 6.24448, -1.97652], [-0.98693, 4.35843, -3.52252], [-1.59757, 3.32701, 1.18019], [-1.11920, 2.92121, -4.68729], [-0.94514, 1.03137, -6.22667], [-0.62362, -1.23726, -5.19402], [-0.57014, -1.41462, -2.68186], [2.72995, -0.63399, -2.06021], [2.47721, 0.17790, -0.75999], [2.44549, 1.63797, -1.17023], [1.10765, -0.08345, -0.23498], [3.58321, -0.11652, 0.29389], [4.50189, -1.17453, 0.16143], [5.50785, -1.38891, 1.12470], [5.61850, -0.50015, 2.18277], [4.77831, 0.60732, 2.29021], [3.77952, 0.77507, 1.35822], [1.92770, -0.40671, -2.77574], [2.71576, -1.71566, -1.93800], [3.67059, -0.34597, -2.52184], [1.58978, 1.78889, -1.83541], [3.35404, 2.00541, -1.63261], [2.21712, 2.26587, -0.30193], [0.93896, -1.08235, 0.29369], [4.47858, -1.80893, -0.68955], [6.20968, -2.20482, 1.02680], [6.40166, -0.67731, 2.91864], [4.93843, 1.32763, 3.07947], [3.14548, 1.64804, 1.39882], [0.41697, -5.78842, 0.53206], [-0.85496, -5.25212, 1.18766], [-1.45278, -4.02734, 0.48660], [-1.09435, -2.82039, 0.72002], [-1.69735, -1.87018, -0.12454], [-2.54065, -2.44495, -0.96176], [-3.31061, -1.76321, -1.82974], [-2.60835, -4.14844, -0.81265], [0.79416, -6.58913, 1.16118], [1.14090, -4.96682, 0.43129], [0.19086, -6.21269, -0.45008], [-0.65646, -4.93115, 2.20948], [-1.61581, -6.03329, 1.20912], [-3.09752, -0.78172, -1.98777], [-3.85249, -2.25651, -2.52340]], "mulliken_charge": [0.211, -0.319, -0.882, -0.889, 0.114, -0.844, -0.694, -0.373, 0.377, -0.015, 0.501, 0.241, 0.554, 0.476, 0.328, 0.359, 0.410, 0.475, 0.246, 0.221, 0.286, -1.093, -0.641, -1.146, 1.536, 0.376, -0.535, -0.039, -0.722, -1.047, -0.913, -1.041, 0.973, 0.453, 0.473, 0.399, 0.582, 0.421, 0.507, 0.532, 0.740, -2.212, 3.181, -1.259, 0.074, 0.220, -0.429, -0.892, -0.349, -1.277, -0.119, 0.318, 0.432, 0.500, 0.136, 0.473, 0.201, 0.209, 0.445, 0.424, 0.385, 0.434, 0.326, -1.008, -0.631, 0.210, -0.519, 0.794, -0.162, -0.299, -0.156, 0.349, 0.297, 0.329, 0.264, 0.418, 0.049, 0.250]}

---

Entry 2:
{"formula": "C28H40NO4Ru", "method": "wB97M-V/def2-TZVPD", "s2": 6.057, "orbital_gap_ev": [5.53, 5.48], "multiplicity": 5, "e_homo_ha": [-0.6682, -0.6694], "lumo_ha": [-0.4649, -0.4678], "total_charge": 3, "molar_mass_g_mol": 555.70, "max_force_ha_per_bohr": 0.023, "elements": ["Ru", "C", "C", "C", "C", "C", "C", "C", "N", "C", "C", "C", "C", "C", "C", "O", "C", "C", "C", "C", "C", "C", "C", "C", "C", "O", "C", "C", "C", "C", "C", "C", "H", "H", "H", "H", "H", "H", "H", "H", "H", "H", "H", "H", "H", "H", "H", "H", "H", "H", "H", "H", "H", "H", "H", "H", "H", "H", "H", "H", "H", "H", "H", "H", "H", "H", "H", "H", "H", "H", "H", "H", "O", "O"], "coordinates": [[1.93133, 2.05826, 1.14963], [-5.12694, 0.46634, -0.43584], [-3.96568, 0.59012, -1.46731], [-4.39128, 1.55373, -2.60664], [-3.66091, -0.78597, -2.05824], [-2.82508, 1.18563, -0.73354], [-1.62810, 0.49004, -0.53115], [-0.60839, 1.11081, 0.13908], [0.63103, 0.66176, 0.41700], [1.17378, -0.59093, 0.27204], [0.55225, -1.78748, 0.17676], [1.32574, -2.99117, 0.07730], [2.75887, -2.92673, -0.03879], [3.47932, -1.78579, 0.05672], [2.69065, -0.56052, 0.35902], [3.22378, 0.49137, 0.71420], [4.97630, -1.70870, -0.14286], [5.25542, -0.72313, -1.30410], [5.53523, -3.08086, -0.52640], [5.67876, -1.23402, 1.14616], [0.63634, -4.29675, 0.13652], [0.27068, -4.40965, 1.66292], [1.50549, -5.49408, -0.25486], [-0.66636, -4.30333, -0.69140], [-0.77815, 2.56840, 0.58097], [0.23288, 3.14356, 1.00828], [-2.07379, 3.23938, 0.46498], [-3.00953, 2.53869, -0.18598], [-2.27220, 4.66259, 0.99060], [-3.74989, 5.05192, 0.90717], [-1.81875, 4.78853, 2.45326], [-1.45818, 5.61908, 0.09481], [-5.97447, 0.01759, -0.95461], [-5.45134, 1.43023, -0.04663], [-4.85460, -0.17999, 0.39943], [-5.21637, 1.08733, -3.14441], [-3.57780, 1.71994, -3.31361], [-4.74785, 2.51572, -2.24205], [-4.54088, -1.14765, -2.58713], [-3.43427, -1.52153, -1.28193], [-2.84401, -0.74685, -2.78234], [-1.50414, -0.49352, -0.95310], [-0.52183, -1.86234, 0.23266], [3.27833, -3.85406, -0.21822], [4.75374, -1.03466, -2.22224], [6.32717, -0.72272, -1.49962], [4.96875, 0.29946, -1.06000], [5.10502, -3.45415, -1.45850], [5.38794, -3.81936, 0.26449], [6.60860, -2.98755, -0.68125], [5.39351, -0.22908, 1.44417], [6.75191, -1.22750, 0.95876], [5.49177, -1.92182, 1.97202], [1.16123, -4.43120, 2.29105], [-0.25392, -5.35970, 1.77472], [-0.39127, -3.60869, 1.99334], [2.36141, -5.62355, 0.40849], [1.85094, -5.42215, -1.28779], [0.90985, -6.40130, -0.17498], [-1.41321, -3.59833, -0.32409], [-1.10754, -5.29568, -0.61304], [-0.46643, -4.10828, -1.74567], [-3.97776, 2.99033, -0.33345], [-4.39514, 4.34589, 1.43588], [-4.09094, 5.15141, -0.12604], [-3.88307, 6.02406, 1.37812], [-2.35970, 4.09515, 3.10137], [-2.04141, 5.79417, 2.80505], [-0.74784, 4.63849, 2.57615], [-1.77024, 5.54009, -0.94802], [-0.38580, 5.43869, 0.16548], [-1.63965, 6.64303, 0.42100], [3.32662, 3.54787, 1.96073], [4.09009, 4.23113, 2.58555]], "mulliken_spin": [2.088, -0.007, -0.009, -0.005, -0.004, 0.024, -0.023, -0.005, 0.001, -0.095, 0.031, 0.005, 0.010, 0.023, -0.029, 0.014, 0.005, 0.005, 0.001, 0.007, 0.009, 0.010, -0.001, 0.007, -0.014, 0.011, -0.021, -0.002, -0.001, 0.000, -0.002, -0.002, 0.000, -0.001, 0.000, 0.000, 0.000, 0.000, 0.000, 0.001, 0.000, -0.003, 0.007, 0.001, 0.000, 0.000, 0.000, 0.000, 0.000, 0.000, -0.001, 0.000, -0.001, -0.001, 0.002, -0.001, 0.000, 0.000, 0.000, 0.000, 0.001, -0.001, -0.002, 0.000, 0.000, 0.000, 0.000, 0.000, -0.001, 0.000, -0.001, 0.000, 0.817, 1.149]}